1.
Molecular formula: C26H26BI2N9OS2SeTa
Method: DFT, ωB97M-V/def2-TZVPD

Its net charge is +3. Its HOMO energy is -15.353 eV. The electronic energy is -148267.16579 eV. For the energy above the lowest of the compared OMol25 structures with the same formula, charge and spin, the calculation gives 2.503 eV.

Cartesian coordinates (Å):
1 C 5.05 1.59 -2.06
2 H -4.84 2.18 -0.79
3 B -3.77 1.65 -0.76
4 H 0.81 2.76 -1.56
5 H -5.91 -2.23 0.86
6 C -2.86 3.96 -0.23
7 H -3.30 1.45 -1.84
8 N -0.89 -3.32 3.95
9 H 2.53 -1.95 -4.15
10 C -3.26 -0.84 -0.34
11 C 1.39 -1.47 -2.42
12 C -1.78 2.40 0.86
13 C -5.16 -1.53 0.55
14 N 0.36 0.80 -2.15
15 C -0.08 3.81 2.07
16 H -3.58 -3.38 -1.47
17 H 1.84 -0.15 5.84
18 H 3.72 2.65 -3.38
19 C 0.75 -0.26 -3.08
20 C 1.24 1.99 -2.21
21 H 2.13 0.83 3.59
22 O 1.65 0.58 -0.02
23 C 0.18 -1.63 2.82
24 H 1.25 2.40 -3.23
25 N 1.00 -1.82 -1.17
26 H 0.20 4.86 2.00
27 C -5.16 -0.17 0.50
28 I 4.06 -1.14 1.18
29 C -1.87 4.57 0.47
30 I 6.75 2.18 -3.07
31 C 1.51 -0.04 3.71
32 C 2.65 1.66 -1.80
33 C 5.17 0.72 -0.97
34 S -1.71 -0.83 -1.13
35 H 0.41 -2.16 6.19
36 H 1.44 0.11 -3.84
37 C -3.64 -3.31 -0.38
38 N -3.96 -1.94 0.01
39 H -2.69 -3.64 0.03
40 N 0.95 -0.54 2.63
41 H -5.92 0.53 0.79
42 C 2.67 -3.48 -2.65
43 H 3.33 -4.12 -3.23
44 C 1.33 -0.62 5.01
45 N -1.19 3.58 1.15
46 C 4.03 0.34 -0.27
47 C 0.55 -1.72 5.21
48 H 0.77 3.19 1.79
49 S -1.30 0.92 1.66
50 N -2.79 2.61 0.03
51 H -0.59 1.10 -2.35
52 H -3.61 4.37 -0.88
53 H 6.14 0.33 -0.69
54 H -0.13 -0.62 -3.61
55 H -1.59 5.61 0.55
56 C 1.43 -3.02 -0.69
57 C 2.82 0.88 -0.68
58 C 2.23 -2.27 -3.16
59 H -4.44 -3.96 -0.03
60 H 1.09 -3.29 0.30
61 C 3.80 2.03 -2.50
62 Ta 0.21 -0.44 0.32
63 N -0.38 -2.09 1.72
64 C 2.24 -3.87 -1.39
65 C -0.08 -2.28 4.05
66 N -3.98 0.25 -0.06
67 H -0.39 3.59 3.09
68 H 2.54 -4.82 -0.96
69 Se -1.37 -3.52 2.25

2.
Molecular formula: C2H4ClFO2
Method: DFT, ωB97M-V/def2-TZVPD

Its HOMO energy is -10.212 eV. As for the SMILES: O=CCl.C=O.F. The electronic energy is -21472.23445 eV. For the energy above the lowest of the compared OMol25 structures with the same formula, charge and spin, the calculation gives 1.424 eV.

Cartesian coordinates (Å):
1 F -0.14 -3.26 -0.13
2 H -2.50 1.23 -1.19
3 O 1.03 -0.36 0.68
4 Cl 1.89 1.86 -0.28
5 C 1.58 0.65 0.89
6 H 2.15 0.96 1.82
7 H 0.17 -2.38 -0.15
8 O -0.98 1.07 0.06
9 H -1.46 -0.39 -0.95
10 C -1.73 0.60 -0.74

3.
Molecular formula: C6H6I2N2
Method: DFT, ωB97M-V/def2-TZVPD

Its HOMO energy (spin up / spin down) is -9.014 / -7.901 eV. The electronic energy is -25496.69697 eV. For the energy above the lowest of the compared OMol25 structures with the same formula, charge and spin, the calculation gives 2.587 eV.

Cartesian coordinates (Å):
1 C -0.97 1.28 0.89
2 I 2.09 -0.64 1.76
3 C 0.96 1.10 -0.60
4 H -0.03 2.92 0.06
5 N -1.93 0.74 1.21
6 H 0.88 2.08 1.34
7 C 1.33 -0.28 -0.16
8 H 1.86 1.65 -0.90
9 C 0.23 1.93 0.47
10 C -1.75 -2.17 0.28
11 H -1.00 -2.93 0.21
12 H -2.07 -1.72 1.20
13 N 1.28 -2.23 -1.77
14 C 1.32 -1.33 -1.03
15 I -2.51 -1.43 -1.46
16 H 0.32 1.00 -1.49

4.
Molecular formula: C14H10ClF9IrO
Method: DFT, ωB97M-V/def2-TZVPD

Its expectation value of S² is 6.025. Its net charge is -1. Its spin multiplicity is 5. Its HOMO energy (spin up / spin down) is -0.979 / -4.972 eV. The electronic energy is -56542.75220 eV.

Cartesian coordinates (Å):
1 H -1.09 -3.00 1.29
2 H 2.27 1.94 -4.43
3 C 0.64 0.59 -5.19
4 F 0.31 -2.09 3.29
5 C 0.59 1.59 4.12
6 H 2.02 -1.45 -1.42
7 C -1.09 1.94 -4.47
8 C 1.21 1.73 -4.54
9 F -2.05 -0.79 2.77
10 H -2.09 2.34 -4.29
11 F -2.15 1.26 3.56
12 H -1.50 0.03 -5.58
13 H -0.44 -0.76 -2.46
14 C -0.28 -1.32 -1.54
15 C 0.14 2.56 -4.09
16 C -1.28 -1.82 -0.63
17 Cl 0.31 1.40 -0.82
18 C -1.51 0.07 3.67
19 C -0.60 -2.51 0.45
20 F 0.39 1.51 5.46
21 O 0.07 0.68 2.00
22 H 0.24 3.50 -3.56
23 H 1.20 -0.22 -5.67
24 F 2.10 -0.83 3.10
25 C 0.02 0.32 3.33
26 F 1.10 -1.07 5.04
27 C 0.90 -0.93 3.71
28 C 1.04 -1.70 -1.00
29 Ir 0.04 -0.55 0.31
30 C 0.81 -2.49 0.19
31 F -1.70 -0.43 4.91
32 F 1.92 1.72 3.88
33 H 1.61 -2.92 0.79
34 F -0.03 2.71 3.69
35 C -0.78 0.72 -5.15
36 H -2.34 -1.70 -0.73

- What is the electronic energy in the fourth record?
  -56542.75220 eV

- electronic energy of number 1 (C26H26BI2N9OS2SeTa)?
  -148267.16579 eV

Please write out number 3 again, unchanged.
Molecular formula: C6H6I2N2
Method: DFT, ωB97M-V/def2-TZVPD

Its HOMO energy (spin up / spin down) is -9.014 / -7.901 eV. The electronic energy is -25496.69697 eV. For the energy above the lowest of the compared OMol25 structures with the same formula, charge and spin, the calculation gives 2.587 eV.

Cartesian coordinates (Å):
1 C -0.97 1.28 0.89
2 I 2.09 -0.64 1.76
3 C 0.96 1.10 -0.60
4 H -0.03 2.92 0.06
5 N -1.93 0.74 1.21
6 H 0.88 2.08 1.34
7 C 1.33 -0.28 -0.16
8 H 1.86 1.65 -0.90
9 C 0.23 1.93 0.47
10 C -1.75 -2.17 0.28
11 H -1.00 -2.93 0.21
12 H -2.07 -1.72 1.20
13 N 1.28 -2.23 -1.77
14 C 1.32 -1.33 -1.03
15 I -2.51 -1.43 -1.46
16 H 0.32 1.00 -1.49